{"formula": "C3H6O3", "method": "the ωB97M-V functional and the def2-TZVPD basis", "e_lumo_ev": 0.86, "orbital_gap_ev": 10.8, "relative_energy_ev": 3.497, "charge": 0, "elements": ["O", "C", "C", "O", "C", "O", "H", "H", "H", "H", "H", "H"], "positions_angstrom": [[-0.975182, 0.848891, 0.582100], [-1.074350, -0.550811, 0.130758], [0.446747, -0.758040, 0.070189], [0.991248, -0.984897, -1.186263], [0.621160, 0.730531, 0.492851], [0.763125, 1.556377, -0.525845], [-0.569859, 1.489195, -0.315807], [-1.591917, -0.618514, -0.828039], [-1.603453, -1.116710, 0.897771], [0.822949, -1.500157, 0.780256], [1.101882, -0.085390, -1.558547], [1.067647, 0.989529, 1.460581]], "atomic_forces_ev_per_a": [[-0.01, 0.15, -0.09], [-0.12, -0.17, -0.03], [-0.12, -0.05, 0.23], [0.06, 0.13, -0.12], [0.14, 0.02, 0.10], [0.07, 0.05, 0.07], [-0.09, -0.08, 0.11], [0.08, 0.00, 0.12], [0.08, 0.03, -0.10], [-0.05, 0.13, -0.11], [0.01, -0.18, -0.05], [-0.05, -0.03, -0.13]], "nbo_charge": [-0.5702, -0.1039, 0.0095, -0.7034, 0.3851, -0.7992, 0.5295, 0.2055, 0.2006, 0.1845, 0.4942, 0.1678]}



{"formula": "C11H12NO3", "method": "the ωB97M-V functional and the def2-TZVPD basis", "e_lumo_ev": -4.10, "orbital_gap_ev": 7.2, "relative_energy_ev": 1.641, "charge": 1, "elements": ["C", "C", "C", "C", "C", "C", "C", "C", "C", "C", "C", "N", "O", "O", "O", "H", "H", "H", "H", "H", "H", "H", "H", "H", "H", "H", "H"], "positions_angstrom": [[0.185423, 3.030496, -1.497006], [0.716466, 1.812931, -1.486699], [-0.518540, 2.756679, 0.754292], [0.152686, 1.558552, 0.811731], [-0.449426, 3.587112, -0.380244], [0.265483, 0.754339, 2.035468], [0.552275, 1.004802, -0.371467], [1.290592, 0.095039, 2.572347], [0.394112, -1.259829, 0.101272], [-0.284167, -4.154643, -1.211268], [0.060420, -3.623788, 0.262217], [-1.074318, 4.799711, -0.434326], [2.235510, -0.508082, 2.817377], [1.088922, -0.276193, -0.427185], [0.907123, -2.413153, 0.051513], [0.271959, 3.595179, -2.412345], [1.170271, 1.640535, -2.430812], [-0.837781, 3.319929, 1.607360], [-0.427449, 1.004857, 2.765941], [-0.603680, -1.233256, 0.594855], [-1.207777, -4.778363, -1.141045], [-0.611676, -3.262923, -1.712672], [0.391727, -4.888332, -1.694430], [0.795189, -4.231519, 0.694202], [-0.905189, -3.398698, 0.780207], [-1.054207, 5.349600, -1.222261], [-1.895120, 4.992751, 0.244473]], "atomic_forces_ev_per_a": [[-0.67, 2.81, -0.02], [-0.04, -1.34, -0.16], [0.66, 2.26, -0.06], [-0.47, -1.35, 0.25], [-0.97, -1.10, -0.38], [0.54, -0.10, 0.91], [1.00, 1.26, -1.07], [0.19, 0.83, -2.13], [0.40, 0.25, -0.53], [-1.16, -0.94, 2.11], [-0.84, -0.11, -2.94], [-2.01, -0.83, 4.03], [0.07, -0.40, 0.74], [-0.82, -3.03, 1.15], [-0.06, 0.71, -0.21], [-0.01, 0.28, -0.02], [0.56, -1.46, -0.36], [-0.29, -0.47, 0.87], [-1.49, 0.24, 1.39], [0.55, 1.00, -0.74], [0.42, 0.54, 0.31], [0.32, 0.11, -1.07], [0.29, 1.33, 0.24], [0.25, -1.14, 1.34], [1.23, -0.04, 0.03], [0.08, 1.14, -1.98], [2.26, -0.45, -1.72]], "nbo_charge": [-0.2463, -0.2019, -0.2660, -0.0209, 0.2287, -0.6169, 0.1582, 0.7597, 0.7126, -0.6429, -0.0716, -0.7774, -0.3916, -0.3819, -0.3965, 0.2225, 0.2506, 0.2248, 0.2788, 0.2113, 0.2409, 0.2180, 0.2576, 0.2310, 0.2139, 0.3981, 0.4070]}